(1)
Below is a structure of composition C12H14IP, with properties calculated with wB97M-V/def2-TZVPD.

Calculated values
HOMO in eV: -7.84
Total energy in Eh: -1104.6166
ΔE to the lowest compared entry with this formula, charge and spin in kJ/mol: 0.00

Cartesian coordinates (Å):
C (2.688, 3.348, 0.862)
C (1.380, 3.691, 0.668)
C (3.052, 2.028, 0.508)
C (0.418, 2.785, 0.173)
C (2.118, 1.093, 0.037)
C (0.852, 1.510, -0.169)
C (0.053, -0.744, -1.063)
C (-1.236, -1.551, -1.014)
C (-2.752, -2.384, 0.977)
C (-1.321, -2.461, 1.463)
C (-0.177, 0.667, -0.655)
C (-1.739, -1.357, 0.409)
P (-1.750, 0.328, 1.042)
I (-3.714, 1.234, -0.128)
H (3.509, 4.067, 0.784)
H (1.119, 4.750, 0.734)
H (4.199, 1.847, 0.623)
H (-0.628, 2.990, 0.221)
H (2.595, 0.173, -0.467)
H (0.848, -1.096, -0.470)
H (0.668, -0.736, -2.027)
H (-2.037, -1.336, -1.771)
H (-1.001, -2.598, -1.282)
H (-3.194, -3.223, 0.432)
H (-3.445, -1.990, 1.816)
H (-1.083, -2.088, 2.430)
H (-0.602, -3.160, 1.068)
H (-1.077, 1.142, -1.058)

Forces on the atoms, in the same order (eV/Å):
1.172 -1.581 -1.976
-1.853 0.982 -0.747
2.044 0.479 0.988
2.409 0.847 1.574
4.245 -0.684 -0.989
-1.772 0.925 0.358
0.556 1.225 -2.530
0.125 -0.725 -0.578
-0.137 0.857 2.129
-0.338 1.194 -1.588
-4.025 -1.448 1.251
-1.189 -2.438 0.675
1.556 -0.076 -1.026
-0.018 0.046 -0.064
-0.454 0.046 1.034
-0.192 -0.289 0.343
-2.332 -0.268 -0.520
-0.506 0.407 -0.467
-1.248 1.171 1.196
0.471 -1.184 1.544
-1.418 -0.050 0.357
0.849 0.663 0.627
-0.112 0.122 0.646
0.359 0.544 -0.242
1.023 -0.615 -1.710
-0.002 0.073 0.700
-0.149 -0.352 -0.069
0.936 0.127 -0.919



(2)
Below is a structure of composition C12H14IrN2P, with properties calculated with wB97M-V/def2-TZVPD.

Calculated values
HOMO (alpha / beta) in eV: -3.56 / -7.95
Total energy in Eh: -1020.5925
ΔE to the lowest compared entry with this formula, charge and spin in kJ/mol: 0.00
2S+1: 5

Cartesian coordinates (Å):
C (-0.617, -0.213, -3.341)
C (-1.372, 0.993, -3.025)
C (-0.493, 2.023, -2.644)
C (0.831, 1.617, -2.831)
C (0.882, 0.183, -3.178)
Ir (0.228, -0.743, -1.530)
P (-0.383, -2.778, -1.495)
H (-0.952, -1.050, -3.973)
H (-2.469, 1.011, -2.994)
H (-0.791, 2.901, -2.089)
H (1.705, -0.332, -3.695)
H (1.738, 2.209, -2.646)
H (0.691, -3.553, -2.039)
H (-1.492, -2.960, -2.407)
H (-0.826, -3.377, -0.269)
N (1.178, -1.434, 2.401)
C (1.245, -1.534, 1.075)
N (0.471, -0.605, 0.529)
C (-0.017, 0.246, 1.585)
C (-0.606, 1.516, 1.618)
C (-0.771, 2.125, 2.863)
C (-0.365, 1.478, 4.066)
C (0.264, 0.229, 4.043)
C (0.450, -0.337, 2.785)
H (1.707, -2.045, 3.067)
H (1.769, -2.348, 0.539)
H (-0.910, 1.960, 0.673)
H (-1.210, 3.113, 2.935)
H (-0.507, 1.995, 5.034)
H (0.623, -0.289, 4.945)

Forces on the atoms, in the same order (eV/Å):
1.668 0.581 -1.098
-0.187 -1.112 0.158
1.070 0.091 0.056
-0.082 0.203 0.086
-1.343 0.381 -2.112
-0.173 2.922 3.530
-0.864 -2.918 -0.433
-0.018 0.665 0.264
0.618 0.129 0.020
-0.005 0.257 -0.441
-0.446 0.575 -0.006
-0.635 -0.259 0.052
-0.886 -0.504 0.314
0.636 -0.624 0.496
0.203 -0.177 -0.713
0.957 -1.525 4.176
1.966 -2.495 -1.530
-1.976 2.948 -0.731
1.159 -0.539 -0.530
0.110 -0.918 -0.687
0.259 -0.604 1.471
-0.440 1.106 -0.478
0.069 -0.342 -0.022
0.003 0.125 -0.165
-0.886 1.109 -1.149
-0.572 0.721 0.477
-0.013 0.200 0.244
-0.023 -0.071 -0.052
0.043 -0.350 -0.746
-0.211 0.427 -0.451



(3)
Below is a structure of composition C12H14MoN3O6, with properties calculated with wB97M-V/def2-TZVPD.

Calculated values
HOMO (alpha / beta) in eV: -12.09 / -13.35
Total energy in Eh: -1149.3098
Net charge: +1
ΔE to the lowest compared entry with this formula, charge and spin in kJ/mol: 50.01
2S+1: 3

Cartesian coordinates (Å):
Mo (-0.827, 0.149, -0.470)
N (-0.490, -0.734, -2.483)
C (-1.548, -1.779, -2.619)
C (-2.844, -1.102, -2.221)
O (-3.901, -1.280, -2.764)
N (-2.630, -0.200, -1.184)
C (-3.667, 0.781, -0.913)
C (-2.991, 2.072, -0.499)
O (-3.494, 3.118, -0.292)
O (-1.589, 1.911, -0.399)
H (-0.604, -0.053, -3.231)
H (0.431, -1.149, -2.588)
H (-1.311, -2.586, -1.924)
H (-1.620, -2.182, -3.626)
H (-4.323, 0.469, -0.101)
H (-4.278, 0.945, -1.801)
C (2.473, -2.581, 0.626)
C (1.692, -1.325, 0.482)
O (0.613, -1.369, -0.151)
C (2.159, -0.051, 1.026)
C (1.607, 1.145, 0.557)
C (1.931, 2.358, 1.117)
C (2.843, 2.380, 2.173)
C (3.426, 1.213, 2.634)
C (3.088, -0.008, 2.061)
H (1.963, -3.404, 0.135)
H (2.593, -2.817, 1.686)
H (3.473, -2.441, 0.213)
H (1.030, 1.188, -0.380)
H (1.491, 3.272, 0.744)
H (3.104, 3.328, 2.626)
H (4.139, 1.247, 3.445)
H (3.521, -0.919, 2.449)
O (-0.782, -0.068, 1.454)
N (-1.832, 0.105, 2.360)
O (-2.846, 0.367, 1.855)

Forces on the atoms, in the same order (eV/Å):
-1.195 1.451 0.170
0.134 -0.282 -0.047
0.067 0.026 0.002
-0.132 0.202 0.234
0.016 -0.083 -0.037
0.156 -0.150 -0.132
-0.045 -0.027 0.013
0.827 0.057 0.033
-0.178 0.013 0.044
-0.310 -0.859 -0.226
0.036 0.045 0.000
0.022 0.018 -0.039
-0.033 -0.035 -0.026
0.003 0.045 -0.025
-0.063 0.031 -0.036
-0.023 0.009 0.002
0.018 0.037 0.170
-0.127 0.077 -0.189
0.627 -0.462 -0.147
-0.074 -0.191 -0.047
0.211 0.144 -0.235
0.090 -0.079 0.147
-0.081 0.168 -0.032
-0.022 -0.161 -0.052
0.038 0.138 0.140
-0.004 0.007 -0.026
0.005 -0.022 -0.015
0.005 -0.019 0.007
0.171 0.021 -0.011
0.025 0.008 -0.021
0.008 -0.013 0.006
-0.004 -0.005 0.008
0.006 0.009 -0.008
-0.031 -0.143 0.326
0.248 -0.064 0.031
-0.389 0.090 0.017



(4)
Below is a cluster of 2 separate species, C12H14N2O in total, with properties calculated with wB97M-V/def2-TZVPD.

Calculated values
HOMO in eV: -6.14
Total energy in Eh: -650.2046
ΔE to the lowest compared entry with this formula, charge and spin in kJ/mol: 665.95

Cartesian coordinates (Å):
C (0.859, -1.878, -2.737)
C (0.504, -0.477, -3.014)
C (-0.460, 0.178, -2.158)
C (-1.103, -0.489, -1.012)
C (-2.159, 0.316, -0.186)
C (-1.913, 0.113, 1.383)
C (-0.504, 0.735, 1.693)
C (0.555, -0.141, 2.132)
C (1.816, 0.600, 2.334)
C (1.767, 2.039, 2.067)
N (0.749, 2.810, 1.701)
N (-0.337, 2.059, 1.541)
C (-0.710, -1.859, -0.728)
C (0.259, -2.538, -1.591)
H (1.580, -2.357, -3.436)
H (0.981, 0.052, -3.872)
H (-0.749, 1.237, -2.352)
H (-1.939, 1.402, -0.396)
H (-3.216, 0.101, -0.477)
H (-2.732, 0.607, 1.978)
H (-1.932, -0.968, 1.663)
H (0.443, -1.232, 2.263)
H (2.758, 0.123, 2.664)
H (2.735, 2.591, 2.188)
H (-1.165, 2.592, 1.255)
H (-1.138, -2.403, 0.142)
H (0.566, -3.600, -1.423)
O (2.670, 0.158, -0.600)
H (1.814, 0.232, -1.020)

Forces on the atoms, in the same order (eV/Å):
-1.595 1.832 1.046
-0.845 -1.475 1.644
0.076 -1.322 0.451
1.326 -0.738 -1.515
1.081 -0.105 0.437
0.126 0.858 -0.718
-0.139 -2.791 0.945
1.631 3.598 -0.036
-2.694 -0.474 -1.714
1.842 0.193 0.389
1.252 -2.326 0.746
-1.729 -0.323 -0.508
0.800 0.855 -1.551
-0.127 1.305 -0.826
-0.636 0.165 0.934
-0.533 -0.439 0.942
0.342 -0.945 0.093
-0.541 -1.006 0.019
0.865 0.048 0.276
0.875 -0.272 -0.542
0.256 0.957 -0.244
-0.004 0.967 -0.192
-0.815 0.480 -0.383
-1.107 -0.540 -0.164
0.518 -0.288 0.148
0.339 0.399 -0.804
-0.481 1.130 0.131
0.227 0.204 1.042
-0.312 0.052 -0.046



(5)
Below is an isolated molecule of C12H14N2O2, with properties calculated with wB97M-V/def2-TZVPD.

Calculated values
HOMO in eV: -8.05
Total energy in Eh: -725.6916
ΔE to the lowest compared entry with this formula, charge and spin in kJ/mol: 23.92
SMILES: O=C(NCCCO)c1cc2ccccc2[nH]1

Cartesian coordinates (Å):
O (2.090, 1.227, -1.618)
C (0.957, 0.969, -1.257)
N (-0.108, 0.979, -2.105)
C (0.048, 0.947, -3.538)
C (0.077, -0.493, -4.071)
C (-1.128, -1.318, -3.610)
O (-1.082, -1.654, -2.236)
C (0.605, 0.638, 0.134)
C (1.236, 1.027, 1.287)
C (0.537, 0.436, 2.371)
C (0.694, 0.464, 3.758)
C (-0.179, -0.263, 4.533)
C (-1.209, -1.018, 3.959)
C (-1.392, -1.063, 2.595)
C (-0.515, -0.328, 1.805)
N (-0.466, -0.172, 0.452)
H (-1.009, 0.702, -1.752)
H (0.991, 1.445, -3.773)
H (-0.777, 1.500, -3.995)
H (0.994, -0.978, -3.728)
H (0.093, -0.468, -5.161)
H (-1.197, -2.234, -4.212)
H (-2.053, -0.752, -3.742)
H (-0.286, -2.177, -2.081)
H (2.091, 1.671, 1.343)
H (1.488, 1.043, 4.205)
H (-0.075, -0.257, 5.608)
H (-1.872, -1.576, 4.604)
H (-2.186, -1.645, 2.151)
H (-1.015, -0.697, -0.213)

Forces on the atoms, in the same order (eV/Å):
0.160 -0.023 0.055
-0.237 0.141 -0.252
-0.264 0.193 0.047
0.301 -0.234 -0.234
-0.337 0.211 0.292
0.207 0.024 -0.601
0.027 -0.301 0.503
0.450 0.100 0.612
-0.071 -0.020 -0.586
-0.376 -0.309 -0.118
-0.074 -0.048 0.013
0.147 0.102 0.189
-0.125 -0.102 -0.130
-0.105 -0.105 0.048
0.233 0.239 0.520
-0.195 -0.063 -0.308
0.181 0.072 0.087
-0.185 0.043 -0.031
0.082 0.006 0.002
0.051 -0.047 -0.068
0.050 -0.051 -0.080
-0.088 0.135 0.040
0.015 -0.055 -0.069
-0.060 0.020 0.003
0.187 0.132 -0.081
0.071 0.048 0.070
0.022 0.012 0.079
-0.060 -0.046 0.029
-0.093 -0.061 -0.007
0.088 -0.015 -0.027



(6)
Below is a cluster of 2 separate species, C12H14N2P in total, with properties calculated with wB97M-V/def2-TZVPD.

Calculated values
HOMO (alpha / beta) in eV: -12.97 / -12.98
Total energy in Eh: -916.2075
Net charge: +1
ΔE to the lowest compared entry with this formula, charge and spin in kJ/mol: 0.00

Cartesian coordinates (Å):
C (-4.126, 1.129, -0.215)
C (4.077, 1.246, 0.250)
C (-3.348, 0.715, -1.373)
C (-3.661, 0.864, 1.025)
C (4.060, -0.121, -0.063)
C (2.904, 1.952, 0.591)
C (-2.166, 0.115, -1.221)
C (-2.381, 0.232, 1.190)
C (2.829, -0.765, -0.202)
C (1.694, 1.265, 0.408)
C (-1.579, -0.128, 0.073)
C (1.662, -0.073, 0.063)
N (-0.021, -1.787, 1.600)
N (0.087, -2.490, -1.770)
P (0.012, -0.950, 0.164)
H (-5.001, 1.765, -0.488)
H (5.060, 1.774, 0.227)
H (-3.524, 0.912, -2.462)
H (-4.102, 0.960, 2.014)
H (4.990, -0.685, -0.257)
H (2.873, 2.910, 0.989)
H (-1.634, -0.275, -2.073)
H (-1.960, 0.120, 2.147)
H (2.741, -1.733, -0.470)
H (0.815, 1.754, 0.530)
H (-0.841, -2.289, 1.866)
H (0.916, -2.173, 1.879)
H (0.580, -1.819, -2.418)
H (-0.957, -2.426, -2.004)

Forces on the atoms, in the same order (eV/Å):
-0.244 0.967 -3.307
0.772 0.614 0.455
-1.265 1.269 -0.109
2.185 -1.721 1.713
-0.266 0.129 -0.548
-0.125 -3.234 -1.404
2.445 -1.550 1.418
0.385 0.273 -2.448
0.468 2.388 1.081
2.447 -0.477 0.199
-1.598 0.755 -0.183
-1.420 -0.121 0.102
2.371 0.672 -0.982
-1.029 2.940 2.097
0.505 -2.159 -1.978
0.464 -0.888 0.857
-0.945 -0.494 0.312
-0.949 0.085 1.399
-0.748 0.778 -0.605
-0.633 0.539 0.073
0.262 1.739 0.269
0.126 0.264 -0.295
0.169 -0.216 1.240
0.127 -3.249 -0.863
-2.591 1.563 0.657
-0.343 -0.477 0.142
-1.583 0.327 -0.111
-0.762 -0.696 0.587
1.778 -0.021 0.232